Entry from the OMol25 dataset: a 2-piece molecular cluster, CH8NP2 overall (wB97M-V/def2-TZVPD).

Positions of all 12 atoms, in Å:
C1 -0.1403 -0.1180 -0.8149
N1 -0.1492 -0.6900 1.8892
P1 -1.5006 0.6397 -1.6343
P2 1.3886 -0.5028 -1.4332
H1 -0.3923 -0.6998 0.1396
H2 -0.1658 -1.2302 2.7401
H3 -0.7879 0.0543 2.2827
H4 0.7462 -0.1831 1.7933
H5 -1.0070 1.8190 -1.9874
H6 -2.3561 1.1741 -0.4590
H7 1.9147 0.5330 -2.1593
H8 2.4497 -0.7963 -0.3570

Gap between HOMO and LUMO (spin up / spin down): 7.94 / 7.94 eV
Calculated total energy: -779.97496 hartree
Total charge: +1

Atomic partial charges in e from the natural (NBO) method, atoms 1 to 2: atom 1 (C): -0.753, atom 2 (N): -1.083

=====

Entry from the OMol25 dataset: a 2-piece molecular cluster, C7H7F2NO2 overall (wB97M-V/def2-TZVPD).

Positions of all 19 atoms, in Å:
C1 1.4657 -0.6862 0.4301
C2 0.3366 -1.5394 0.5407
C3 1.3242 0.6534 0.3637
C4 -0.9333 -1.0143 0.5475
C5 -0.0014 1.3176 0.4089
C6 -1.1340 0.3546 0.4196
C7 -1.4075 -0.0809 -2.4564
N1 -2.4353 0.8917 0.3773
O1 -3.3877 0.1236 0.4075
O2 -2.5336 2.1108 0.3055
F1 -0.9476 -1.3297 -2.4275
F2 -0.4500 0.7708 -2.8342
H1 2.4489 -1.1333 0.3945
H2 0.4814 -2.6056 0.6062
H3 2.1815 1.3036 0.2833
H4 -1.8023 -1.6547 0.6043
H5 -0.0681 1.9527 1.3052
H6 -0.1023 2.0294 -0.4219
H7 -2.3670 0.0576 -2.9317

Spin multiplicity: 3
Gap between HOMO and LUMO (spin up / spin down): 7.60 / 8.51 eV
Calculated total energy: -675.68493 hartree
<S²>: 2.0431

Atomic partial charges in e from the natural (NBO) method, atoms 1 to 2: atom 1 (C): -0.245, atom 2 (C): -0.158

=====

Entry from the OMol25 dataset: one molecule with the formula C4H6BrN3S (wB97M-V/def2-TZVPD).

Positions of all 15 atoms, in Å:
N1 2.0210 -2.6030 0.1876
N2 1.3895 -1.5650 0.7670
N3 1.4058 -0.4603 0.1794
C1 0.7930 0.6661 0.6972
S1 -0.5281 0.7514 2.1024
C2 -0.6264 1.0024 0.3846
C3 -1.2738 1.8830 -0.6595
C4 -1.4022 0.3848 -0.6740
Br1 -3.0494 -0.5826 -0.2883
H1 1.4154 -3.3950 0.3868
H2 2.1829 -2.3397 -0.7824
H3 1.3478 1.5970 0.7092
H4 -2.0085 2.5261 -0.3088
H5 -0.6180 2.3827 -1.3034
H6 -1.0491 -0.2481 -1.3977

Gap between HOMO and LUMO: 9.49 eV
Calculated total energy: -3292.34758 hartree
SMILES: N/N=N/[C@@H]1S[C@@]12C[C@@H]2Br

Atomic partial charges in e from the natural (NBO) method, atoms 1 to 2: atom 1 (N): -0.593, atom 2 (N): 0.039

=====

Entry from the OMol25 dataset: an isolated ion of composition C4H6N3O2S and charge +1 (wB97M-V/def2-TZVPD).

Positions of all 16 atoms, in Å:
N1 0.1795 -2.7297 -0.6687
C1 0.4624 -1.3718 -0.5600
C2 1.6410 -0.6815 -0.8995
N2 1.4007 0.6765 -0.5943
C3 0.1424 0.7819 -0.0402
C4 -0.5616 2.0402 0.2892
S1 -1.8976 2.0018 1.2175
O1 -2.5745 3.2242 1.4744
O2 -2.5038 0.7017 1.0966
N3 -0.4261 -0.4566 -0.1038
H1 1.0966 -3.1729 -0.6762
H2 -0.4000 -3.2860 -0.0570
H3 2.5247 -1.2438 -1.0105
H4 2.2240 1.2549 -0.5233
H5 -0.0489 2.9423 0.5937
H6 -1.2589 -0.6812 0.4620

Gap between HOMO and LUMO (spin up / spin down): 6.92 / 6.92 eV
Calculated total energy: -868.63252 hartree
SMILES: Nc1c[nH+]c(C=S(=O)=O)[nH]1
Total charge: +1

Atomic partial charges in e from the natural (NBO) method, atoms 1 to 2: atom 1 (N): -0.781, atom 2 (C): 0.349

=====

no.,strongest force on any atom (eV Å⁻¹)
1,3.2
2,1.4
3,2.9
4,3.6